[1]
A 7-piece molecular cluster, C28H35Cl2F3O3 overall, computed with ωB97M-V/def2-TZVPD.

```
71
Properties=species:S:1:pos:R:3
H 1.107 -6.260 3.888
C 4.998 0.148 -2.451
H -5.148 4.529 -0.769
C -3.927 -3.307 -0.047
H -0.389 0.685 6.288
H -1.968 3.997 -0.354
C 0.415 -4.329 1.188
H 0.915 5.121 -3.313
C 0.668 -3.104 1.768
Cl -0.040 0.964 -2.513
H 1.291 -2.003 3.491
C 4.882 -2.109 -1.735
C -2.211 -0.311 5.653
F 5.628 1.106 -3.166
O 2.717 3.951 -5.498
H -1.516 0.940 -0.695
H -4.322 -2.983 0.916
H 3.790 6.253 -5.455
C -0.976 0.290 5.469
H -3.007 -0.946 2.416
Cl 0.437 1.896 0.224
C -3.689 2.947 -1.117
H -4.772 -3.429 -0.728
C 2.586 4.702 -4.567
H -5.656 2.898 -0.301
H 5.252 -3.124 -1.740
C -0.482 0.415 4.185
C 3.706 -1.818 -1.064
C -4.812 3.584 -0.338
H 1.223 3.403 -3.587
H -1.617 -1.938 -2.200
H -2.652 4.685 -1.825
C -2.431 3.747 -1.311
H 2.639 6.853 -4.265
H -0.842 0.177 2.073
H 3.457 1.482 -1.782
C 5.542 -1.113 -2.426
C 3.208 -0.525 -1.038
O -3.762 1.805 -1.505
H -1.725 3.152 -1.887
H -3.906 -1.236 4.690
C 1.111 -2.984 3.071
H 3.173 -2.600 -0.532
C -2.987 -2.267 -0.598
O -3.108 -1.095 -0.333
C 0.553 -5.475 1.959
C -2.434 -0.606 3.269
C -2.939 -0.770 4.554
H -0.240 -0.252 -0.519
H 0.300 -6.428 1.514
H -4.467 3.807 0.674
C 0.977 -5.381 3.271
C 1.249 -4.133 3.822
C -1.877 -2.739 -1.506
C 3.862 0.479 -1.746
H -2.582 -0.456 6.659
F 0.703 1.037 4.014
F 0.559 -1.979 1.028
H -1.000 -2.954 -0.894
H 4.067 5.982 -3.718
H 2.310 -0.257 -0.498
H 2.270 4.344 -2.465
H 0.097 -4.383 0.154
H -3.442 -4.277 0.069
C 3.311 6.025 -4.507
H 1.571 -4.062 4.853
H 6.461 -1.301 -2.968
C -0.448 0.774 -0.804
C -1.201 0.012 3.079
C 1.697 4.361 -3.392
H -2.159 -3.620 -2.082
```

Summary:
* SMILES string: Fc1ccccc1.Fc1ccccc1.Fc1ccccc1.CC(C)=O.CC(C)=O.CC(C)=O.ClCCl
* molar mass: 547.49 g/mol
* energy relative to the best compared isomer or geometry (same formula, charge and spin): 0.00 kJ/mol
* LUMO: 0.59 eV
* frontier orbital gap: 9.7 eV

Löwdin atomic charge list, values in e, 8 entries: atom 1 (H): 0.103, atom 2 (C): -0.284, atom 3 (H): 0.082, atom 4 (C): -0.015, atom 5 (H): 0.117, atom 6 (H): 0.081, atom 7 (C): -0.022, atom 8 (H): 0.084

[2]
A 7-piece molecular cluster, C28H35F21O14 overall, computed with ωB97M-V/def2-TZVPD.

```
98
Properties=species:S:1:pos:R:3
H 0.681 -5.011 1.162
H 1.155 6.633 0.722
O 1.368 -1.231 0.378
O -0.229 -0.203 -1.841
H 0.270 1.836 2.642
C -2.682 2.173 -2.614
C 1.372 -2.347 -2.784
C -2.037 0.939 2.895
F -0.502 -3.240 0.151
H 2.948 -1.791 1.600
O 2.607 5.320 -1.018
C 2.679 -1.307 2.539
C -2.263 -1.431 -2.478
H 0.643 -0.585 3.341
O -6.391 0.823 -3.908
C 3.493 -4.044 -1.639
F -0.727 -2.318 2.038
F -2.506 -2.236 -3.561
H 0.274 -3.280 1.543
O -1.651 0.471 1.792
F 4.831 -5.936 -0.934
C -0.528 3.806 2.172
H -0.223 5.843 1.492
C -0.728 -1.252 -2.287
F -3.728 1.261 4.472
H 0.409 4.336 2.000
H 0.064 6.310 -1.594
H -2.297 1.699 -1.712
C -5.722 -1.443 -3.242
H 1.327 -1.811 -4.856
O 2.766 -1.088 5.397
F -4.178 -0.054 2.784
H -2.119 1.788 -3.464
H 1.625 -3.402 -2.895
F -2.150 -1.812 0.520
F -6.397 -1.749 -2.140
H -4.772 2.425 -1.833
H 0.892 -3.543 -0.969
C 4.634 -5.071 -1.922
O -4.417 0.584 -2.765
H 0.900 1.562 0.726
C 3.213 -3.540 5.556
O 0.933 4.579 0.386
C 2.456 2.953 -0.667
O 2.934 -2.337 3.475
H 1.899 -2.437 -0.076
F -2.809 -1.952 -1.448
H 1.809 -1.958 -1.865
H -0.857 3.480 1.185
H -0.006 3.324 -1.080
F 2.256 -3.848 6.360
H 2.949 -1.909 -4.244
F 5.792 -4.461 -2.033
F 1.913 2.132 0.291
O -1.494 2.017 3.580
C 2.963 -2.171 4.818
C -0.522 2.437 -0.712
C -5.536 0.137 -3.339
H 0.574 -1.825 2.124
C -0.309 2.598 3.164
H -1.168 2.074 -1.511
O -0.446 0.173 0.159
H -4.603 2.633 -3.465
H -2.476 3.228 -2.439
C 1.159 -0.970 2.461
F -6.397 -1.911 -4.289
H 1.092 1.104 -0.981
F -4.493 -2.056 -3.202
H 1.788 -4.023 1.919
C -0.877 -2.130 0.746
C 1.941 -1.587 -3.984
O -0.029 -2.276 -2.772
C -0.490 6.295 -0.656
H 0.245 2.801 4.080
F -2.851 -0.271 -2.722
C 1.017 -3.974 1.150
O 2.867 -4.231 -0.418
F 2.137 2.615 -1.880
H -0.937 7.255 -0.400
H -1.156 4.598 2.579
C 0.128 -1.043 0.371
F 4.311 -3.383 6.309
C 1.653 -3.493 -0.190
C 2.000 4.416 -0.446
H -1.349 5.625 -0.699
H -1.160 2.748 0.114
F 4.384 -5.726 -3.002
C 0.347 5.919 0.566
O 3.170 -3.220 -2.467
H 0.912 -0.304 1.633
F -2.771 -0.742 4.329
C 0.369 1.329 -0.196
F 3.316 -4.562 4.647
F 3.811 2.850 -0.663
C -3.254 0.328 3.658
H 1.904 -0.513 -3.800
H 3.270 -0.415 2.749
C -4.216 1.999 -2.668
```

Summary:
* SMILES string: CCOC(=O)C(F)(F)F.CCOC(=O)C(F)(F)F.CCOC(=O)C(F)(F)F.CCOC(=O)C(F)(F)F.CCOC(=O)C(F)(F)F.CCOC(=O)C(F)(F)F.CCOC(=O)C(F)(F)F
* molar mass: 994.53 g/mol
* energy relative to the best compared isomer or geometry (same formula, charge and spin): 2465.74 kJ/mol
* LUMO: -0.07 eV
* frontier orbital gap: 9.4 eV

Löwdin atomic charge list, values in e, 8 entries: atom 1 (H): 0.107, atom 2 (H): 0.133, atom 3 (O): -0.045, atom 4 (O): 0.096, atom 5 (H): 0.099, atom 6 (C): -0.058, atom 7 (C): -0.277, atom 8 (C): -0.199

[3]
C28H35F3N4P2Ti as an isolated structure, computed with ωB97M-V/def2-TZVPD.

```
73
Properties=species:S:1:pos:R:3
C -2.121 1.601 -3.031
H -2.167 0.753 -3.692
F -2.029 -2.030 3.821
H 2.149 -1.429 -3.545
C 3.024 0.623 -2.074
H 2.305 0.684 -2.874
C -5.031 -2.275 -2.205
C -1.097 -1.017 -1.859
C 4.278 1.224 -2.029
H 0.493 3.892 2.840
F -1.040 -3.911 3.161
C 0.304 -0.408 -1.757
H 2.111 -1.719 2.407
H 0.284 0.657 -1.464
C 0.929 2.933 4.780
H 2.352 0.516 1.752
C 1.364 3.494 3.375
Ti -0.331 -1.641 0.990
H 3.276 -5.472 -2.432
H -1.951 1.383 1.974
C -0.096 1.863 4.872
H 4.673 1.857 -2.814
C -1.657 -2.734 2.667
H -4.545 0.993 -2.556
H -1.948 1.155 4.257
H -1.517 -0.847 -2.867
C 2.884 -4.468 -2.403
N -3.729 -0.618 -1.340
C 2.319 -3.826 -1.304
C 2.099 2.441 2.595
C -2.215 3.691 -2.155
N -2.151 1.477 -1.636
H -2.140 3.349 -4.388
H 0.001 -0.115 2.364
C 3.971 -0.026 -0.159
H 1.074 -3.173 2.938
H -2.327 2.907 -0.046
C -1.052 1.681 3.936
C 0.169 0.820 1.908
H 2.169 -4.130 -0.280
H -0.894 2.742 2.042
C 4.877 0.821 -0.802
H -3.454 -2.602 -0.633
H -5.466 -3.254 -2.350
C 2.304 -2.365 -3.030
H 0.389 3.733 5.301
H 1.841 2.569 5.291
C -4.556 -0.060 -2.324
F -2.868 -3.155 2.113
C 2.875 -3.539 -3.495
C -2.146 2.959 -3.383
C -1.001 1.739 2.453
H 3.185 2.616 2.522
P -2.093 -0.170 -0.572
H -1.094 -2.119 -1.612
N 2.825 -0.143 -0.925
N 1.953 -2.540 -1.691
C -2.212 2.756 -1.112
H -6.140 -0.920 -3.622
H -2.284 4.768 -2.065
C 1.631 1.288 2.095
H 5.870 1.098 -0.468
C 1.121 -2.194 2.426
H 4.066 -0.559 0.773
H 2.052 4.351 3.555
C -5.395 -1.046 -2.847
H 0.767 -0.465 -2.740
H -0.073 0.721 0.819
H 0.402 -1.565 3.061
C -4.010 -1.983 -1.318
P 1.401 -1.297 -0.542
H -0.201 1.352 5.851
H 3.240 -3.688 -4.499
```

Summary:
* <S²>: 2.013
* 2S+1: 3
* molar mass: 594.42 g/mol
* energy relative to the best compared isomer or geometry (same formula, charge and spin): 227.92 kJ/mol
* LUMO (spin up / spin down): -1.01 / -1.16 eV
* frontier orbital gap (spin up / spin down): 7.0 / 7.3 eV

Löwdin atomic charge list, values in e, 8 entries: atom 1 (C): -0.177, atom 2 (H): 0.097, atom 3 (F): -0.025, atom 4 (H): 0.089, atom 5 (C): -0.162, atom 6 (H): 0.090, atom 7 (C): -0.091, atom 8 (C): -0.406

> Among the records above, which one has the highest molar mass?

C28H35F21O14